## A
Computed, not measured: an isolated ion of composition C7H10N and charge +1, with the ωB97M-V functional and the def2-TZVPD basis.

XYZ file:
```
18
Properties=species:S:1:pos:R:3
C -1.84579 0.06716 -0.72267
C -0.30579 1.61939 -0.85996
C -0.76294 -0.40436 0.09532
C -1.53367 1.22277 -1.33598
C 2.38377 -0.17108 -0.21849
C -0.79208 -1.51261 1.02389
C 1.40329 0.46222 0.65825
N 0.13009 0.65682 0.05876
H -2.63025 -0.63243 -0.91604
H 0.29622 2.44105 -1.06245
H -2.20737 1.70907 -1.99738
H 3.09225 -0.93967 0.26821
H -1.62503 -2.26624 0.68617
H -1.21539 -1.24998 2.00140
H 0.27034 -2.00570 1.09326
H 1.70534 1.50321 0.88656
H 2.34283 -0.31616 -1.28101
H 1.29418 -0.18346 1.62218
```

Its net charge is +1. As for the gap between HOMO and LUMO (spin up / spin down): 10.412 / 5.484 eV. The value obtained for the HOMO energy (spin up / spin down) is -14.400 / -12.668 eV.

And the Mulliken charges, in e, turn out to be: atom 1 (C): -0.45, atom 2 (C): -0.13, atom 3 (C): 0.85, atom 4 (C): -0.65, atom 5 (C): -0.82, atom 6 (C): -1.26, atom 7 (C): -0.48, atom 8 (N): 0.12, atom 9 (H): 0.41, atom 10 (H): 0.50, atom 11 (H): 0.47, atom 12 (H): 0.29, atom 13 (H): 0.37, atom 14 (H): 0.33, atom 15 (H): 0.37, atom 16 (H): 0.33, atom 17 (H): 0.38, atom 18 (H): 0.36

=====

## B
Computed, not measured: C7H10N as an isolated structure, with the ωB97M-V functional and the def2-TZVPD basis.

XYZ file:
```
18
Properties=species:S:1:pos:R:3
C -0.88863 1.67255 -1.51806
C -0.20387 0.59281 -1.14185
C -1.01685 0.34669 0.01312
C -2.03660 1.37806 -0.42127
C 0.68003 -0.58356 -0.69713
C 2.15534 -0.61497 -0.44503
C -0.15490 -1.04663 1.90526
N -0.25558 -0.53499 0.59766
H -0.72762 2.58630 -2.15649
H -2.43570 2.19962 0.24664
H -2.93547 0.91313 -0.75260
H 0.33194 -1.42284 -1.21603
H 2.69191 0.28638 -0.09033
H 2.74869 -0.85266 -1.45468
H 2.21698 -1.49777 0.31166
H 0.05718 -2.20389 1.79073
H -0.95866 -0.73741 2.58971
H 0.73181 -0.48084 2.43868
```

Its net charge is +1. As for the gap between HOMO and LUMO: 10.199 eV. The value obtained for the HOMO energy is -14.460 eV.

And the Mulliken charges, in e, turn out to be: atom 1 (C): -0.42, atom 2 (C): -0.16, atom 3 (C): 0.51, atom 4 (C): -0.47, atom 5 (C): 0.35, atom 6 (C): -1.16, atom 7 (C): -0.82, atom 8 (N): 0.00, atom 9 (H): 0.37, atom 10 (H): 0.29, atom 11 (H): 0.25, atom 12 (H): 0.31, atom 13 (H): 0.30, atom 14 (H): 0.35, atom 15 (H): 0.31, atom 16 (H): 0.31, atom 17 (H): 0.35, atom 18 (H): 0.33

=====

Most stable structure - A; separation to the second - 32.3 kcal/mol.